Density functional theory data (wB97M-V/def2-TZVPD) for a 10-piece molecular cluster, C48H126N10O14 overall in a non-equilibrium geometry.

Results
LUMO level: 0.4432 eV
Frontier orbital gap: 8.6 eV
HOMO energy: -8.110 eV
Relative energy (zero: lowest compared OMol25 entry of this formula, charge and spin): 178.8 kcal/mol
Structure (SMILES): COC[C@H](C)N.COC[C@H](C)N.COC[C@H](C)N.COC[C@H](C)N.COC[C@H](C)N.COC[C@H](C)N.COCCNCCOC.COCCNCCOC.COCCNCCOC.COCCNCCOC

Element x y z (Å)
C (-5.074493, 1.679521, 7.408373)
O (-4.213121, 1.968216, 6.327998)
C (-2.901522, 2.351700, 6.735288)
C (-1.918990, 2.385730, 5.489127)
C (-2.288378, 3.674537, 4.651050)
N (-1.900721, 1.250607, 4.523767)
H (-4.783193, 2.219983, 8.309008)
H (-5.027125, 0.626119, 7.684418)
H (-6.099698, 1.992579, 7.210731)
H (-3.001599, 3.368083, 7.116148)
H (-2.511103, 1.693209, 7.511210)
H (-0.922988, 2.557561, 5.897239)
H (-1.878758, 3.656693, 3.641102)
H (-1.799567, 4.540172, 5.098076)
H (-3.368520, 3.810966, 4.598328)
H (-2.884132, 1.187459, 4.302360)
H (-1.612487, 0.390711, 4.968282)
C (0.736585, 3.579546, 2.707564)
O (1.238357, 4.838841, 2.956137)
C (0.470448, 5.519193, 3.944655)
C (0.806610, 7.023776, 4.018970)
C (0.202028, 7.830579, 5.184055)
N (0.434767, 7.721065, 2.746659)
H (1.684263, 3.079022, 2.508851)
H (0.177249, 3.540855, 1.772819)
H (0.425183, 2.962100, 3.550111)
H (-0.578568, 5.437781, 3.659959)
H (0.637617, 5.030104, 4.904316)
H (1.879214, 7.134711, 4.178079)
H (0.636627, 7.411603, 6.091626)
H (-0.875301, 7.678107, 5.249058)
H (0.421598, 8.881861, 4.997769)
H (0.898170, 7.276496, 1.967101)
H (0.843575, 8.643993, 2.780824)
C (-2.053793, -3.526355, 5.759204)
O (-1.074149, -4.392845, 5.235648)
C (0.209490, -4.357402, 5.925203)
C (1.354043, -4.879829, 5.067449)
C (0.971957, -6.006732, 4.119538)
N (2.474415, -5.372032, 5.795027)
H (-1.775907, -2.475630, 5.676337)
H (-2.237510, -3.709766, 6.817839)
H (-2.997624, -3.676160, 5.234955)
H (0.297059, -3.400162, 6.439139)
H (0.208569, -5.078028, 6.743004)
H (1.708068, -3.954852, 4.612281)
H (0.682664, -6.947715, 4.587467)
H (1.887013, -6.438969, 3.714633)
H (0.392650, -5.628277, 3.277351)
H (2.195988, -5.926473, 6.592002)
H (3.208462, -5.812126, 5.258742)
C (4.047011, 6.472877, 1.323012)
O (3.398481, 6.715308, 0.055105)
C (2.796231, 5.494350, -0.380730)
C (1.920945, 5.809403, -1.612808)
C (0.786685, 4.813925, -1.917897)
N (2.755205, 5.852470, -2.818513)
H (3.343538, 6.237916, 2.121778)
H (4.559016, 7.401143, 1.576534)
H (4.716542, 5.614366, 1.375686)
H (3.413946, 4.641792, -0.663001)
H (2.021422, 5.259883, 0.349199)
H (1.500807, 6.804725, -1.468157)
H (1.274482, 3.839188, -1.911607)
H (0.396341, 5.147200, -2.879496)
H (0.002992, 4.822973, -1.160374)
H (2.387959, 6.486981, -3.513218)
H (3.723795, 6.123012, -2.724964)
C (-5.490976, 0.950612, 0.508045)
O (-6.132701, -0.223842, 0.927215)
C (-7.445936, 0.003835, 1.477560)
C (-7.320789, 0.723629, 2.895982)
C (-6.390309, -0.028451, 3.904126)
N (-8.631986, 1.086617, 3.496733)
H (-5.001639, 1.374611, 1.384896)
H (-6.080604, 1.737447, 0.037598)
H (-4.610685, 0.820095, -0.121365)
H (-8.005250, 0.611644, 0.766343)
H (-7.996964, -0.892624, 1.761896)
H (-6.736172, 1.639339, 2.807623)
H (-5.327147, -0.090433, 3.671874)
H (-6.793805, -0.974522, 4.264999)
H (-6.355495, 0.591990, 4.799637)
H (-8.431530, 1.772544, 4.210467)
H (-9.190804, 1.644427, 2.866901)
C (1.170791, 1.974297, -5.628534)
O (0.089654, 1.074938, -5.609056)
C (0.273915, -0.137707, -6.468770)
C (-0.866760, -1.092698, -5.986626)
C (-0.899804, -2.467299, -6.711082)
N (-2.210815, -0.507680, -6.258744)
H (2.184640, 1.574841, -5.653971)
H (1.282250, 2.554986, -4.712857)
H (1.157261, 2.600222, -6.520799)
H (0.320044, 0.230103, -7.493803)
H (1.204135, -0.690410, -6.337224)
H (-0.866564, -1.331192, -4.923035)
H (-0.917899, -2.256150, -7.780274)
H (-1.787541, -3.057760, -6.484394)
H (-0.103825, -3.182659, -6.504259)
H (-2.993697, -0.914966, -5.767509)
H (-2.189365, 0.473655, -6.020777)
C (3.878349, 1.105226, -2.884690)
O (2.557239, 0.769168, -2.436460)
C (2.386940, 0.896942, -1.086209)
C (0.879573, 0.969139, -0.830550)
N (0.618532, 0.699175, 0.555213)
C (-0.714270, 0.712319, 1.016809)
C (-1.404127, -0.645533, 0.852078)
O (-0.907706, -1.555604, 1.849478)
C (-1.695098, -2.680425, 1.969113)
H (3.900345, 0.900015, -3.954972)
H (4.630519, 0.480842, -2.402521)
H (4.115555, 2.154187, -2.707197)
H (2.736208, 1.874535, -0.753909)
H (2.864955, 0.067525, -0.564997)
H (0.299019, 0.354946, -1.518906)
H (0.635352, 1.962710, -1.206413)
H (1.019066, -0.178043, 0.855477)
H (-1.370145, 1.397221, 0.479370)
H (-0.714702, 0.849066, 2.098190)
H (-1.287751, -0.963144, -0.184105)
H (-2.446210, -0.403683, 1.061064)
H (-2.727564, -2.395604, 2.171595)
H (-1.341100, -3.326353, 2.772585)
H (-1.740108, -3.274046, 1.056053)
C (4.924164, -3.068306, -12.571273)
O (5.095284, -2.495275, -11.311992)
C (4.520114, -1.194715, -11.335244)
C (4.913939, -0.396013, -10.128453)
N (4.332302, -0.999012, -8.959152)
C (4.450010, -0.237777, -7.675847)
C (5.736498, -0.752471, -6.951278)
O (6.796452, -0.107692, -7.586711)
C (8.106107, -0.515049, -7.374400)
H (3.961338, -2.857108, -13.036531)
H (4.944283, -4.156422, -12.631994)
H (5.693695, -2.746304, -13.272877)
H (3.443793, -1.340943, -11.244327)
H (4.813037, -0.712741, -12.267982)
H (4.384387, 0.548893, -10.250216)
H (5.983072, -0.198002, -10.051993)
H (4.358736, -2.008581, -8.971444)
H (3.489998, -0.440995, -7.201315)
H (4.519309, 0.820467, -7.927690)
H (5.920604, -1.821425, -7.058693)
H (5.718309, -0.492165, -5.892974)
H (8.658337, 0.017034, -8.149015)
H (8.313079, -1.580977, -7.469612)
H (8.466849, -0.279567, -6.373151)
C (5.636626, 2.792669, 1.293999)
O (6.165927, 1.506339, 1.673555)
C (5.718134, 0.541906, 0.765721)
C (5.877983, -0.846691, 1.549455)
N (5.278317, -0.749758, 2.904742)
C (3.783233, -0.630917, 2.943890)
C (3.009318, -1.902521, 2.457834)
O (2.864343, -1.748060, 1.047917)
C (2.333078, -2.956311, 0.484344)
H (5.950836, 3.041138, 0.280269)
H (6.140756, 3.565237, 1.874580)
H (4.557495, 2.642194, 1.324574)
H (6.324985, 0.633049, -0.135126)
H (4.651115, 0.513743, 0.544840)
H (6.943444, -0.988107, 1.730813)
H (5.536150, -1.761290, 1.064914)
H (5.668618, 0.148039, 3.153166)
H (3.409209, 0.085985, 2.212957)
H (3.422572, -0.274812, 3.908877)
H (2.056052, -1.883884, 2.986063)
H (3.628966, -2.791316, 2.576982)
H (2.471964, -2.930448, -0.596464)
H (1.269639, -2.938500, 0.722874)
H (2.849665, -3.857340, 0.815076)
C (-6.950277, -8.195940, -0.279746)
O (-6.147640, -7.156964, -0.869951)
C (-4.946402, -6.778979, -0.151868)
C (-4.255310, -5.531486, -0.733761)
N (-4.257687, -4.341437, 0.050206)
C (-5.533809, -3.525988, 0.131965)
C (-6.570565, -4.041716, 1.135487)
O (-6.066351, -4.538408, 2.363511)
C (-5.964819, -3.464486, 3.269195)
H (-6.354018, -9.087020, -0.083356)
H (-7.717285, -8.425575, -1.019386)
H (-7.259453, -7.779684, 0.679018)
H (-4.220333, -7.590806, -0.194975)
H (-5.170068, -6.702634, 0.912206)
H (-4.439295, -5.295032, -1.781783)
H (-3.193029, -5.772810, -0.696164)
H (-3.921793, -4.655252, 0.949529)
H (-5.988359, -3.459246, -0.856484)
H (-5.325571, -2.503329, 0.446473)
H (-7.065424, -4.913352, 0.707139)
H (-7.322291, -3.253076, 1.167817)
H (-5.769510, -3.837713, 4.274516)
H (-6.886590, -2.883938, 3.306566)
H (-5.191561, -2.719980, 3.079820)

Forces on atoms 1 to 6 (eV/Å):
C 0.3 0.2 0.5
O 0.1 -0.2 -0.3
C 0.2 -0.2 -1.3
C -0.8 1.2 -0.6
C 0.5 -0.6 0.5
N -0.3 1.1 1.2